198
Properties=species:S:1:pos:R:3:forces:R:3:lowdin_charge:R:1 method="wB97M-V/def2-TZVPD" homo_energy_ev=-7.89 spin_multiplicity=1 homo_lumo_gap_ev=8.5594 fmax_ev_per_a=3.39 smiles=CCN(CC)CC.CCN(CC)CC.CCN(CC)CC.CCN(CC)CC.CCN(CC)CC.CCN(CC)CC.CCN(CC)CC.CCN(CC)CC.CCN(CC)CC e_above_lowest_ev=5.6535
C -26.1898 -11.5311 -5.3269 0.23 0.66 0.40 -0.07
C -25.9108 -10.4068 -4.3182 -0.36 0.28 -1.04 -0.28
N -24.7480 -10.6661 -3.5198 1.07 -0.44 0.63 -0.19
C -24.8192 -11.8732 -2.6922 0.12 0.91 -0.71 -0.26
C -26.0291 -11.9959 -1.8102 -0.09 -1.10 0.51 -0.07
C -24.2148 -9.5153 -2.7914 -0.38 0.74 -0.57 -0.25
C -23.4597 -8.5928 -3.7696 -0.86 0.03 -0.32 -0.07
H -25.3004 -11.5929 -5.9544 -0.09 -0.35 -0.11 0.07
H -27.0392 -11.2248 -5.9372 -0.04 -0.24 -0.06 0.07
H -26.3932 -12.4854 -4.8426 -0.05 -0.05 -0.15 0.06
H -25.7487 -9.5204 -4.9350 0.39 0.07 0.05 0.10
H -26.8379 -10.1228 -3.8053 -0.08 -0.34 0.73 0.11
H -24.8152 -12.7280 -3.3705 0.28 -0.20 0.17 0.09
H -23.9197 -11.8821 -2.0775 0.09 -0.14 -0.21 0.09
H -26.3089 -11.1280 -1.2141 0.02 0.13 -0.24 0.07
H -26.8643 -12.4019 -2.3818 -0.29 0.36 0.13 0.07
H -25.7428 -12.7897 -1.1149 -0.36 -0.06 0.31 0.06
H -23.5224 -9.7626 -1.9861 -0.02 -0.66 -0.17 0.10
H -25.0669 -9.0443 -2.2899 0.07 0.68 0.09 0.11
H -22.7715 -9.2262 -4.3277 0.26 0.20 0.15 0.05
H -22.9785 -7.7012 -3.3676 0.21 -0.34 0.47 0.07
H -24.1461 -8.1755 -4.5087 -0.11 -0.14 -0.09 0.06
C -19.7595 -12.4928 -8.4546 -0.96 0.71 -0.02 -0.08
C -19.4514 -12.3108 -6.9597 1.03 -0.63 -1.51 -0.29
N -20.0560 -11.1689 -6.3110 -0.55 -0.80 0.34 -0.17
C -19.4780 -11.0304 -4.9594 0.10 0.69 -0.54 -0.26
C -18.2091 -10.2138 -5.0831 0.33 0.57 0.52 -0.09
C -21.5245 -11.3179 -6.2627 0.01 -0.43 1.26 -0.21
C -22.0299 -12.5308 -5.4157 0.20 -0.66 -0.55 -0.07
H -19.3519 -13.4127 -8.8728 -0.34 -0.29 0.35 0.07
H -19.3359 -11.7204 -9.0993 0.18 0.34 0.41 0.07
H -20.8363 -12.3907 -8.5951 -0.03 -0.60 -0.42 0.05
H -19.6911 -13.2246 -6.4103 0.09 -0.26 -0.07 0.09
H -18.3644 -12.2619 -7.0551 0.16 0.44 1.16 0.10
H -20.1591 -10.5064 -4.2861 -0.31 0.29 -0.41 0.11
H -19.2753 -11.9405 -4.3862 0.00 -0.57 -0.48 0.11
H -18.2820 -9.4694 -5.8755 -0.29 0.01 0.04 0.08
H -18.1162 -9.6765 -4.1374 0.58 0.04 -0.02 0.07
H -17.2947 -10.7682 -5.2953 -0.10 -0.25 0.21 0.05
H -21.9402 -11.4243 -7.2629 0.12 0.18 -0.02 0.10
H -21.8741 -10.3757 -5.8413 -0.31 -0.09 -0.06 0.09
H -23.1102 -12.6803 -5.4133 -0.09 0.55 -0.01 0.05
H -21.6897 -12.6363 -4.3844 0.05 0.73 0.10 0.05
H -21.6675 -13.4633 -5.8553 0.08 0.00 -0.29 0.06
C -21.0329 -16.1386 -2.9019 0.00 -0.44 -0.44 -0.07
C -21.2361 -16.1515 -1.4070 0.34 0.08 0.60 -0.26
N -22.2478 -15.2281 -0.9166 -0.29 -0.81 -0.26 -0.20
C -22.1005 -13.7875 -1.1684 0.45 -1.77 1.43 -0.21
C -20.8539 -13.1681 -0.4863 -0.43 0.52 -1.26 -0.06
C -22.6308 -15.5372 0.4308 -1.99 0.27 0.86 -0.23
C -24.1618 -15.2532 0.6905 0.52 0.16 -0.18 -0.05
H -21.9619 -16.4025 -3.4098 -0.20 0.44 0.05 0.06
H -20.3704 -16.9443 -3.2248 0.34 0.06 0.28 0.06
H -20.6260 -15.2110 -3.3053 -0.12 0.10 0.06 0.07
H -21.5118 -17.1598 -1.0917 -0.47 -0.04 -0.23 0.11
H -20.3076 -16.0325 -0.8346 0.54 0.35 -0.31 0.10
H -22.1874 -13.7164 -2.2517 0.23 0.85 0.08 0.10
H -22.9744 -13.4118 -0.6361 -0.11 0.62 -0.62 0.08
H -20.8407 -13.2632 0.5981 -0.16 -0.16 -0.06 0.06
H -19.9170 -13.5413 -0.9004 0.00 -0.11 0.04 0.05
H -20.9112 -12.1055 -0.7325 0.29 0.17 0.20 0.07
H -22.0846 -14.9900 1.2059 0.33 0.14 0.01 0.11
H -22.4705 -16.5927 0.6503 0.07 -0.06 -0.18 0.10
H -24.4441 -14.2059 0.5612 0.36 0.14 -0.18 0.03
H -24.4735 -15.4679 1.7137 0.24 -0.29 -0.17 0.03
H -24.8020 -15.7966 -0.0048 0.18 -0.28 0.02 0.05
C -25.0216 -19.5853 6.1983 0.49 -0.59 -0.12 -0.06
C -25.1734 -19.7941 4.6811 -0.60 1.65 2.10 -0.27
N -26.1899 -18.8774 4.0615 -0.68 -1.11 3.13 -0.23
C -26.0089 -17.4311 4.3538 1.73 -1.26 -0.53 -0.21
C -24.6215 -17.0190 3.8413 0.83 1.07 0.18 -0.09
C -27.5664 -19.3005 4.4462 0.20 -0.16 -0.51 -0.23
C -28.4850 -19.3481 3.2294 0.12 0.11 0.55 -0.09
H -24.3029 -20.3206 6.5664 0.09 -0.01 0.07 0.07
H -25.9286 -19.7512 6.7796 -0.19 0.13 -0.22 0.07
H -24.6065 -18.6084 6.4451 -0.11 0.08 -0.07 0.06
H -24.2039 -19.6822 4.1923 0.09 0.66 0.56 0.11
H -25.4179 -20.8263 4.4285 -0.62 0.31 0.97 0.08
H -26.0417 -17.1906 5.4192 -0.42 0.00 0.09 0.11
H -26.7607 -16.8681 3.8024 -0.18 -0.10 0.08 0.12
H -24.5959 -15.9323 3.7374 -0.13 0.01 -0.17 0.04
H -24.2815 -17.4444 2.8964 -0.51 0.03 -0.06 0.06
H -23.7574 -17.1891 4.4875 -0.39 -0.43 0.60 0.08
H -27.6111 -20.2997 4.8841 0.56 -0.06 0.09 0.11
H -27.9927 -18.6542 5.2176 0.07 0.29 0.00 0.11
H -28.1985 -20.1693 2.5724 -0.10 -0.02 0.06 0.07
H -29.4963 -19.5113 3.6031 -0.18 0.18 -0.34 0.08
H -28.3632 -18.4200 2.6705 -0.61 -0.01 0.07 0.06
C -23.1472 -21.6385 -0.2581 -0.44 -0.59 0.31 -0.07
C -24.7126 -21.6812 -0.0074 1.20 -0.08 -1.48 -0.25
N -25.1686 -20.8255 1.0421 -0.40 0.08 -0.50 -0.19
C -25.0770 -19.4347 0.6049 -1.66 0.13 0.63 -0.21
C -26.0891 -18.6023 1.4315 0.74 1.10 -2.00 -0.08
C -24.6055 -21.0592 2.3584 -0.10 -0.77 -1.15 -0.26
C -24.8507 -22.4948 2.8602 -1.25 0.40 -0.41 -0.06
H -22.6470 -22.0895 0.6006 0.08 -0.17 -0.04 0.06
H -22.6668 -20.6662 -0.3747 -0.59 0.34 0.07 0.05
H -22.8276 -22.1883 -1.1443 -0.30 -0.25 0.00 0.06
H -25.2346 -21.3706 -0.9149 0.18 0.34 -0.13 0.10
H -25.0843 -22.7064 0.0431 0.40 -0.20 0.70 0.10
H -24.0694 -19.0126 0.5312 0.37 0.07 0.77 0.10
H -25.3838 -19.3563 -0.4400 -0.29 -0.42 -0.07 0.09
H -25.7892 -18.3664 2.4515 -0.30 -0.40 -1.54 0.01
H -26.2367 -17.6956 0.8397 0.16 0.51 0.17 0.06
H -27.0941 -19.0244 1.4358 0.71 -0.49 -0.16 0.05
H -25.0401 -20.3527 3.0645 0.36 -0.72 -2.36 0.03
H -23.5263 -20.8982 2.2665 0.39 0.17 0.56 0.12
H -24.5407 -22.6182 3.8970 0.74 -0.36 -0.25 0.07
H -24.5615 -23.2544 2.1343 0.94 -0.04 0.45 0.06
H -25.9185 -22.7285 2.9117 -0.36 0.56 -0.01 0.08
C -14.2640 -12.5278 -3.9496 0.04 -0.62 0.03 -0.07
C -14.5335 -13.7670 -3.0466 1.18 1.00 -0.49 -0.29
N -15.7569 -14.4369 -3.2798 -2.52 -0.66 -0.30 -0.19
C -15.9577 -15.4758 -2.2428 0.51 0.31 -0.24 -0.26
C -17.3980 -15.7795 -1.8470 -0.33 0.14 -0.97 -0.08
C -15.8996 -14.9840 -4.6857 0.70 0.73 1.46 -0.20
C -16.5111 -14.0064 -5.6989 0.02 -1.26 0.13 -0.07
H -13.6079 -11.8130 -3.4530 0.39 -0.32 -0.07 0.07
H -15.1444 -11.9295 -4.1825 -0.27 -0.33 0.20 0.05
H -13.8351 -12.8738 -4.8903 0.13 0.35 -0.08 0.07
H -13.7766 -14.5528 -3.1762 0.91 0.41 -0.13 0.11
H -14.4111 -13.4001 -2.0268 -0.57 -0.31 0.20 0.11
H -15.3695 -16.3566 -2.5233 -0.23 -0.47 -0.08 0.11
H -15.4451 -15.1325 -1.3432 -0.10 0.24 0.03 0.10
H -17.9580 -14.8430 -1.8267 0.16 0.14 0.65 0.06
H -17.9891 -16.3374 -2.5775 0.40 -0.35 -0.24 0.04
H -17.4463 -16.3423 -0.9157 -0.03 0.23 0.11 0.08
H -16.4677 -15.9074 -4.5869 -0.13 0.11 -0.22 0.08
H -14.9031 -15.2554 -5.0482 0.25 -0.24 0.11 0.11
H -17.5740 -14.2347 -5.7671 -0.14 0.73 0.15 0.06
H -16.1070 -14.2661 -6.6791 0.07 0.22 -0.11 0.08
H -16.2512 -12.9820 -5.4536 -0.45 -0.05 -0.13 0.04
C -15.6759 -22.3461 -2.9801 0.16 -0.11 -0.87 -0.09
C -16.6095 -21.1696 -2.6812 0.77 -0.64 -0.32 -0.25
N -17.4192 -20.7504 -3.8169 0.95 -0.23 0.88 -0.20
C -16.6430 -20.2214 -4.9211 -0.05 0.04 -0.40 -0.25
C -15.8958 -18.9039 -4.6661 -0.05 -0.04 -0.28 -0.08
C -18.4022 -19.7925 -3.3779 -1.97 -1.45 -0.39 -0.29
C -19.6034 -20.4845 -2.6911 0.47 0.78 -0.52 -0.08
H -15.1469 -22.7054 -2.0981 -0.31 -0.09 0.12 0.07
H -14.8863 -22.1084 -3.6969 0.08 0.53 0.12 0.06
H -16.1774 -23.1535 -3.5168 -0.36 -0.19 0.52 0.08
H -17.2834 -21.4558 -1.8751 0.08 0.13 0.08 0.11
H -15.9547 -20.3538 -2.3592 -0.17 0.25 0.44 0.10
H -15.9431 -20.9454 -5.3410 0.07 -0.29 0.53 0.10
H -17.3846 -20.1595 -5.7208 0.15 0.66 -0.22 0.11
H -16.5656 -18.0483 -4.5823 -0.07 -0.05 -0.20 0.04
H -15.2972 -18.8834 -3.7548 0.01 -0.35 0.04 0.06
H -15.1995 -18.7565 -5.4924 -0.06 0.30 -0.03 0.08
H -18.8347 -19.4282 -4.3117 0.19 0.86 0.18 0.12
H -18.1290 -19.0266 -2.6463 0.75 0.43 -0.48 0.11
H -20.0173 -21.2812 -3.3073 0.18 -0.17 0.16 0.08
H -20.3359 -19.6752 -2.6698 -0.35 -0.24 0.63 0.06
H -19.3032 -20.8133 -1.6977 -0.49 -0.13 0.05 0.06
C -25.1223 -16.0237 -3.8880 1.00 -1.15 0.90 -0.07
C -25.6551 -17.4124 -3.5034 -1.77 0.40 -0.28 -0.23
N -27.0882 -17.3351 -3.1467 1.28 0.07 -1.42 -0.22
C -27.3023 -16.7357 -1.8467 -1.56 0.00 -0.27 -0.26
C -28.5098 -15.8405 -2.0348 -1.22 0.12 1.10 -0.09
C -27.8101 -18.5921 -3.4034 0.01 1.38 0.84 -0.25
C -27.9457 -18.9643 -4.8617 -0.14 0.39 -0.75 -0.10
H -24.0745 -16.2131 -4.1319 0.07 0.40 -0.38 0.05
H -25.0740 -15.3613 -3.0229 -0.32 0.24 -0.12 0.05
H -25.6572 -15.6071 -4.7386 -0.05 0.02 0.14 0.08
H -25.5851 -18.0227 -4.4048 0.12 -0.25 0.15 0.10
H -25.1808 -17.9240 -2.6606 0.87 0.17 -0.12 0.11
H -26.4777 -16.1524 -1.4390 0.33 -0.30 -0.35 0.09
H -27.5927 -17.5034 -1.1219 0.32 -0.11 0.32 0.11
H -28.9755 -15.5073 -1.1020 0.51 0.31 0.34 0.07
H -29.3314 -16.4594 -2.3993 0.11 0.13 -0.69 0.06
H -28.3465 -14.9640 -2.6594 0.11 -0.22 -0.20 0.07
H -27.3421 -19.3417 -2.7578 -0.29 -0.66 -0.17 0.11
H -28.8404 -18.4165 -3.0919 0.12 -0.13 0.58 0.10
H -27.2039 -19.6712 -5.2299 -0.26 -0.19 0.01 0.07
H -28.9791 -19.2547 -5.0560 0.20 -0.91 0.10 0.07
H -27.9204 -18.0953 -5.5235 0.56 0.34 0.31 0.08
C -24.4017 -9.8541 1.1232 1.41 0.56 -0.42 -0.07
C -23.9325 -11.1007 1.8861 -1.01 -0.75 0.86 -0.22
N -24.3448 -11.1501 3.2995 -0.15 0.21 0.48 -0.21
C -24.0491 -9.9613 4.0913 1.72 0.28 -1.13 -0.23
C -22.4952 -9.7991 4.2711 -0.38 -0.44 0.75 -0.08
C -25.6564 -11.7220 3.5265 0.41 -1.42 -0.38 -0.25
C -25.5865 -13.2689 3.2856 -0.45 1.32 0.36 -0.08
H -25.2287 -9.2330 1.4650 -0.18 -0.58 0.53 0.08
H -24.5543 -9.9617 0.0491 0.07 -0.47 0.05 0.03
H -23.5027 -9.2403 1.2225 -0.28 0.70 -0.31 0.07
H -24.2630 -12.0505 1.4619 -0.36 0.16 -0.21 0.08
H -22.8484 -11.2173 1.8488 0.12 0.48 -0.04 0.11
H -24.3921 -9.0671 3.5627 -0.22 0.30 0.19 0.09
H -24.5389 -9.9695 5.0631 0.00 -0.39 -0.06 0.11
H -21.9333 -9.3612 3.4463 -0.42 0.23 -0.15 0.06
H -22.2822 -9.2395 5.1834 -0.08 0.41 -0.18 0.06
H -21.9998 -10.7521 4.4670 -0.35 -0.30 -0.13 0.07
H -26.4899 -11.3268 2.9359 0.06 0.36 -0.32 0.11
H -25.9619 -11.5839 4.5638 0.32 0.17 0.09 0.11
H -25.6263 -13.5496 2.2337 -0.29 0.06 0.14 0.04
H -26.4527 -13.6272 3.8429 0.10 -0.74 -0.24 0.07
H -24.6427 -13.6334 3.6889 -0.13 -0.09 0.21 0.07